Record 1
A structure of composition C34H39N5O3PSSc, computed with ωB97M-V/def2-TZVPD.

Each line ends with the Löwdin charge.
Cartesian coordinates (Å):
C: 3.903 -0.887 2.671  -0.09
H: -3.563 0.751 -0.061  0.09
C: 0.363 -1.785 3.217  -0.14
H: -3.952 -1.216 -1.529  0.11
C: 0.956 4.284 1.600  0.02
N: 0.716 2.072 0.681  0.05
H: -4.527 -2.641 -0.678  0.12
H: 2.877 -4.023 2.822  0.12
C: 2.648 1.591 -2.538  -0.18
H: 1.879 1.888 -3.243  0.07
C: -2.419 -2.644 -0.939  -0.23
C: 2.317 -5.980 -1.216  -0.06
C: 1.104 -5.481 -0.768  -0.07
N: -1.458 1.927 -1.183  0.04
C: -3.761 -1.137 0.622  -0.22
H: -3.803 1.813 -3.607  0.12
C: 4.601 -1.121 0.385  -0.15
C: -2.221 1.492 -2.206  -0.15
C: 1.417 -2.477 2.599  -0.29
H: -1.985 0.498 -2.560  0.09
H: 4.368 -3.547 -0.091  0.09
N: -1.342 -1.748 -1.413  -0.01
C: 6.099 -0.181 2.010  -0.06
H: 3.618 1.566 -3.025  0.07
H: -2.089 -3.088 0.005  0.11
C: 3.444 -4.061 -0.300  -0.08
C: 3.640 -1.326 1.374  -0.37
Sc: -0.553 0.089 0.104  1.03
H: 2.659 4.649 2.837  0.13
H: -0.474 -2.291 -1.377  0.07
H: 3.145 -0.964 3.438  0.11
H: -1.516 -1.571 -2.403  0.10
H: -1.103 4.722 0.386  0.15
C: -3.731 -1.899 -0.702  -0.17
C: 0.717 -3.018 5.236  -0.04
C: 2.607 2.641 2.059  -0.02
H: 5.345 -0.067 4.013  0.11
C: 0.026 -2.041 4.536  0.01
C: -2.660 4.011 -1.333  0.02
H: 1.863 -1.955 -3.272  0.06
C: 3.481 -5.274 -0.969  -0.06
H: -4.807 -0.942 0.895  0.13
C: 2.230 -3.549 0.137  -0.35
H: 2.361 -6.925 -1.735  0.11
S: 2.292 -0.064 -1.862  0.94
C: 5.137 -0.351 2.993  -0.07
O: -0.666 -1.526 1.181  -0.18
O: -0.605 0.298 2.344  0.02
C: 0.278 3.329 0.825  -0.26
H: 4.394 -1.413 -0.636  0.07
C: -0.373 -0.928 2.272  -0.58
C: 1.060 -4.274 -0.097  -0.11
H: 3.078 -0.874 -3.976  0.07
P: 1.958 -1.915 0.926  1.13
O: 0.869 0.041 -1.354  -0.66
H: -4.235 4.129 -2.772  0.13
H: 0.121 -3.896 0.290  0.09
H: -3.317 -1.755 1.407  0.12
C: 2.123 -0.918 -3.465  -0.19
N: -3.004 0.136 0.537  0.00
H: -2.785 5.022 -0.972  0.13
C: -1.655 3.191 -0.780  -0.27
C: 2.123 3.934 2.234  -0.02
C: 5.820 -0.551 0.705  -0.07
H: 2.680 2.283 -1.700  0.05
H: 2.254 0.762 1.105  0.07
H: 1.355 -0.443 -4.066  0.07
H: 6.557 -0.400 -0.069  0.11
H: -2.587 -3.450 -1.664  0.13
H: 0.197 -6.039 -0.934  0.11
C: 1.717 -3.749 4.612  -0.04
H: 4.428 -5.671 -1.296  0.11
H: 7.059 0.242 2.259  0.11
N: -0.860 3.760 0.180  0.14
H: 2.213 -4.546 5.145  0.12
H: 0.564 5.285 1.684  0.12
H: -0.780 -1.498 5.005  0.13
C: -3.223 2.224 -2.797  -0.04
C: 2.086 -3.467 3.305  -0.05
H: 3.532 2.324 2.508  0.11
C: -3.460 3.519 -2.334  -0.02
H: 0.451 -3.225 6.262  0.12
H: -3.038 0.564 1.466  0.10
C: 1.880 1.766 1.283  -0.13

Summary:
Energy relative to the best compared isomer or geometry (same formula, charge and spin) ... 25.3 kcal per mole
Charge ... +2
E_tot ... -3318.521488 Eh
Kohn-Sham gap ... 8.09 eV
2S+1 ... 1



Record 2
The ion C3H10NS2 with charge +1, computed with ωB97M-V/def2-TZVPD.

Each line ends with the Löwdin charge.
Cartesian coordinates (Å):
H: 1.541 1.398 1.082  0.10
H: -0.595 -2.707 -2.112  -0.14
H: 0.141 -0.639 2.023  0.09
H: 0.102 2.422 1.232  0.10
H: 0.579 0.347 -1.967  0.18
H: -1.030 0.753 -0.471  0.15
N: 0.592 -0.137 -1.067  0.19
H: -1.378 0.341 1.664  0.09
H: 0.213 -1.083 -1.252  0.02
S: -1.100 -2.826 -0.845  0.29
S: -1.603 -1.835 0.950  0.54
C: -0.584 -0.303 1.289  -0.44
C: -0.122 0.509 0.086  -0.41
H: 1.599 -0.286 -0.922  0.18
H: 1.017 2.309 -0.268  0.09
C: 0.628 1.735 0.579  -0.03

Summary:
Energy relative to the best compared isomer or geometry (same formula, charge and spin) ... 59.6 kcal per mole
Charge ... +1
SMILES ... C[C@@H]([NH3+])CSS
E_tot ... -971.099553 Eh
Kohn-Sham gap ... 7.52 eV
2S+1 ... 1



Record 3
A cluster of 2 separate species, C4H12NO2 in total, computed with ωB97M-V/def2-TZVPD.

Each line ends with the Löwdin charge.
Cartesian coordinates (Å):
H: 0.731 -0.320 2.712  0.08
N: -0.519 -1.373 -0.362  -0.11
O: -2.293 0.512 -0.411  -0.40
H: -0.331 1.388 -0.181  0.07
H: 2.814 0.896 0.468  0.02
H: -1.495 -1.049 -0.043  0.09
H: -0.332 -0.417 -2.370  0.07
H: -0.924 -0.137 2.126  0.07
H: 0.871 -0.226 -1.153  0.10
C: -1.045 0.920 -0.992  -0.44
H: 1.161 -1.826 0.928  0.06
H: 0.441 0.451 1.226  0.01
C: 0.083 -0.377 1.789  -0.12
C: -0.241 -0.347 -1.310  -0.30
H: -0.281 -2.463 1.303  0.09
C: 0.168 -1.578 0.902  -0.31
H: -1.014 1.517 -1.918  0.07
H: 2.154 2.137 0.053  0.04
O: 3.049 1.732 0.042  -0.09

Summary:
Energy relative to the best compared isomer or geometry (same formula, charge and spin) ... 55.0 kcal per mole
Charge ... -1
E_tot ... -364.767926 Eh
Kohn-Sham gap ... 6.59 eV
2S+1 ... 1



Record 4
A cluster of 5 separate species, C14H26N2O13 in total, computed with ωB97M-V/def2-TZVPD.

Each line ends with the Löwdin charge.
Cartesian coordinates (Å):
H: 27.930 0.723 35.439  0.15
O: 26.306 5.112 38.426  0.03
H: 28.452 9.286 37.837  0.08
C: 30.631 7.618 36.614  -0.22
H: 29.517 8.740 39.119  0.20
H: 30.604 1.622 35.041  0.11
H: 26.512 2.204 39.911  0.15
N: 30.231 10.043 37.342  -0.34
C: 29.987 11.354 36.710  -0.05
O: 28.368 1.607 37.297  -0.01
H: 31.243 9.414 35.660  0.10
C: 29.648 1.368 37.933  -0.45
C: 30.019 1.059 35.758  -0.15
H: 29.683 7.109 36.667  0.12
H: 34.439 2.400 34.317  0.18
C: 29.271 9.623 38.324  -0.01
H: 30.053 0.009 35.386  0.15
O: 29.778 1.406 39.199  0.07
C: 33.773 1.251 36.025  -0.13
C: 33.576 1.683 34.598  -0.08
O: 30.606 1.035 37.089  0.08
O: 31.131 4.167 35.418  -0.08
O: 34.423 -1.547 34.236  0.08
H: 28.206 4.272 38.580  0.18
C: 28.669 1.499 35.897  -0.18
H: 31.710 10.823 38.590  0.00
H: 32.204 10.673 37.305  0.12
H: 29.984 12.364 37.569  0.20
H: 28.926 11.393 36.219  0.14
N: 31.658 4.073 36.545  -0.58
C: 31.571 10.174 37.998  0.03
C: 34.105 -0.387 34.567  -0.67
H: 29.042 10.367 38.962  0.07
H: 32.641 1.972 34.521  0.05
O: 32.819 4.149 36.705  0.04
H: 27.049 3.306 37.734  0.02
O: 33.869 0.566 33.761  0.13
C: 25.185 4.956 39.230  -0.54
H: 32.030 9.252 38.245  0.12
O: 34.190 -0.032 35.779  0.11
O: 25.223 3.908 39.965  0.12
H: 31.224 7.310 37.522  0.14
H: 29.582 9.105 35.148  0.24
O: 30.869 4.423 37.544  -0.10
H: 26.996 3.667 40.484  0.05
H: 30.969 5.922 35.335  -0.02
H: 28.388 2.587 35.368  0.19
H: 32.971 1.224 36.664  0.08
H: 34.573 1.794 36.649  0.17
C: 26.457 3.285 39.819  -0.07
C: 30.407 9.034 36.186  -0.10
H: 30.734 11.935 36.113  0.11
O: 30.880 6.828 35.407  -0.06
C: 27.071 3.892 38.477  -0.05
O: 24.311 5.860 39.159  0.07

Summary:
Energy relative to the best compared isomer or geometry (same formula, charge and spin) ... 56.3 kcal per mole
Charge ... 0
E_tot ... -1636.165056 Eh
Kohn-Sham gap ... 7.49 eV
2S+1 ... 1



Among the records above, which one has the highest energy relative to the best compared isomer or geometry (same formula, charge and spin)? C3H10NS2



What is the formula in the third record? C4H12NO2